Here is a structure of composition C61H42CsN9P2STe at a distorted geometry from the Open Molecules 2025 dataset. Energies are from wB97M-V/def2-TZVPD.

Values from the calculation:
E_tot	-114595.58896	eV
HOMO-LUMO gap	3.709	eV
relative energy (zero: lowest compared OMol25 entry of this formula, charge and spin)	231.0	kcal/mol

Structure (ORCA input):
```
! wB97M-V def2-TZVPD RIJCOSX def2/J DEFGRID3
* xyz -2 1
Cs -1.489 1.156 1.153
C 1.602 6.448 -0.720
C 1.133 7.061 0.475
C 0.916 6.339 1.590
C 1.142 4.950 1.476
C 0.603 3.820 2.169
N 0.090 3.967 3.402
C -0.262 2.937 4.190
C -0.491 3.097 5.631
C -0.671 4.202 6.475
C -0.988 3.905 7.791
C -1.070 2.594 8.265
C -0.860 1.492 7.428
C -0.671 1.758 6.089
C -0.291 0.897 4.982
N -0.129 -0.418 5.019
C 0.134 -1.236 4.086
N 0.107 -0.913 2.747
C 0.581 -2.000 2.101
N 1.110 -2.245 0.833
C 1.532 -1.116 0.227
N 1.303 0.143 0.457
C 1.956 0.930 -0.474
N 2.186 2.210 -0.579
C 1.529 2.948 0.447
N 0.874 2.671 1.555
C 1.659 4.368 0.293
C 1.840 5.111 -0.843
C 2.728 0.080 -1.383
C 3.626 0.284 -2.422
C 4.283 -0.810 -3.033
C 4.019 -2.101 -2.494
C 3.119 -2.340 -1.447
C 2.445 -1.238 -0.974
C 0.848 -3.168 3.027
C 1.431 -4.387 2.861
C 1.622 -5.191 3.952
C 1.351 -4.642 5.263
C 0.899 -3.369 5.503
C 0.645 -2.640 4.359
N -0.159 1.616 3.856
H 1.753 7.234 -1.599
H 0.984 8.116 0.435
H 0.565 6.700 2.519
H -0.593 5.168 6.018
H -1.159 4.639 8.591
H -1.194 2.374 9.310
H -0.840 0.436 7.810
H 2.032 4.527 -1.749
H 3.725 1.264 -2.839
H 4.965 -0.518 -3.755
H 4.634 -2.978 -2.822
H 2.925 -3.317 -1.165
H 1.605 -4.775 1.854
H 1.880 -6.256 3.897
H 1.515 -5.262 6.124
H 0.891 -2.941 6.511
C -4.464 -1.053 -2.644
N -3.101 -0.664 -3.038
P -2.670 1.060 -3.060
C -4.099 1.807 -4.153
C -4.728 1.026 -5.158
C -5.901 1.565 -5.788
C -6.179 2.965 -5.641
C -5.416 3.653 -4.458
C -4.355 3.085 -3.874
C -1.181 1.228 -3.915
C -1.111 1.052 -5.238
C -0.002 1.269 -5.999
C 1.181 1.752 -5.428
C 1.131 2.094 -4.010
C -0.050 1.770 -3.277
P -1.699 -1.564 -2.358
C -0.954 -2.237 -3.903
C 0.326 -2.574 -3.704
C 1.103 -3.171 -4.685
C 0.452 -3.429 -5.948
C -0.895 -3.035 -6.111
C -1.540 -2.274 -5.154
C -2.263 -3.124 -1.643
C -1.558 -3.323 -0.460
C -1.513 -4.621 0.110
C -2.226 -5.582 -0.557
C -2.970 -5.432 -1.679
C -2.975 -4.127 -2.228
H -5.301 -0.281 -3.093
H -4.533 -1.175 -1.612
H -4.571 -1.847 -3.087
H -4.867 0.054 -5.503
H -6.548 1.177 -6.403
H -6.828 3.743 -5.993
H -5.375 4.875 -4.027
H -3.646 3.748 -2.800
H -2.163 0.697 -5.850
H -0.094 1.097 -7.087
H 1.980 2.017 -5.977
H 2.026 2.703 -3.635
H -0.090 2.232 -2.280
H 0.819 -2.556 -2.770
H 2.106 -3.585 -4.562
H 0.990 -3.819 -6.875
H -1.423 -3.328 -7.105
H -2.647 -2.036 -5.292
H -1.019 -2.504 0.018
H -0.966 -4.718 1.048
H -2.040 -6.809 -0.120
H -3.441 -6.250 -2.219
H -3.689 -3.959 -3.049
Te 8.341 -1.857 6.642
C 6.216 -1.431 6.589
C 5.489 -0.226 6.469
C 4.096 -0.380 6.629
C 3.715 -1.662 6.746
S 5.048 -2.697 6.686
H 6.019 0.737 6.438
H 3.429 0.435 6.727
H 2.702 -2.092 6.876
*
```